Record 1
Here is one molecule with the formula C5H6ClNO2 in a non-equilibrium geometry from OMol25. Energies are from the ωB97M-V functional and the def2-TZVPD basis.

XYZ file:
```
15
Properties=species:S:1:pos:R:3:mulliken_charge:R:1
C -1.40 -1.20 0.44 -0.3903
C -1.64 0.00 0.00 -0.0060
C -0.09 -1.79 0.05 0.3815
C -0.19 0.46 -0.94 -0.0727
C 1.35 1.54 0.55 -0.6304
N 0.59 -0.81 -0.62 -0.1662
O 0.18 -2.96 0.19 -0.6192
O 0.59 1.58 -0.64 -0.3336
Cl -3.00 1.05 0.18 -0.1393
H -2.00 -1.90 1.05 0.4584
H -0.67 0.60 -1.85 0.4516
H 2.05 0.68 0.70 0.2780
H 0.70 1.39 1.47 0.2557
H 2.03 2.41 0.61 0.2804
H 1.49 -1.05 -1.19 0.2523
```

Results
Multiplicity = 3
Expectation value of S² = 2.011
LUMO energy (alpha / beta) = 0.687 / -3.249 eV

---

Record 2
Here is one molecule with the formula C5H6ClNS in a non-equilibrium geometry from OMol25. Energies are from the ωB97M-V functional and the def2-TZVPD basis.

XYZ file:
```
14
Properties=species:S:1:pos:R:3:mulliken_charge:R:1
C -2.05 -0.36 -0.42 -0.2670
C -1.70 0.78 0.14 -0.3181
C -0.34 1.42 -0.10 -0.4446
C 0.86 0.79 -0.07 -0.1888
C 2.23 -1.21 0.22 -0.0448
H -1.38 -0.97 -1.08 0.3622
H -2.38 1.34 0.78 0.3453
H -0.44 2.48 -0.21 0.3626
H 1.77 1.35 -0.31 0.2881
H 0.22 -1.03 0.59 0.3022
H 2.11 -2.29 0.62 0.2405
N 1.03 -0.55 0.23 -0.1206
S 3.65 -0.65 -0.26 -0.3411
Cl -3.58 -1.09 -0.11 -0.1759
```

Results
SMILES = S=CN/C=C\C=C\Cl
LUMO energy = 0.064 eV

---

Record 3
Here is C5H6DyO2 as an isolated structure in a non-equilibrium geometry from OMol25. Energies are from the ωB97M-V functional and the def2-TZVPD basis.

XYZ file:
```
14
Properties=species:S:1:pos:R:3:mulliken_charge:R:1
C -0.39 -1.54 -2.08 -0.5148
C 0.53 -1.52 -0.83 -0.2226
O -1.29 -0.64 -2.06 -0.4399
H 0.07 -2.30 -0.19 0.3313
H 1.49 -1.96 -1.14 0.4069
Dy -1.68 1.18 -1.06 1.4781
C 0.40 -0.14 1.25 -0.5536
C 0.73 -0.21 -0.12 -0.0578
H -0.30 -0.87 1.68 0.2338
H 0.92 0.36 2.06 0.3859
H 1.51 0.36 -0.63 0.3874
O -0.95 2.30 1.39 -0.3582
C 0.00 1.73 0.53 -0.4803
H -1.03 3.25 1.22 0.4038
```

Results
Multiplicity = 6
Total charge = +1
Expectation value of S² = 9.714
LUMO energy (alpha / beta) = -5.332 / -5.259 eV

---

Record 4
Here is one molecule with the formula C5H6F2 in a non-equilibrium geometry from OMol25. Energies are from the ωB97M-V functional and the def2-TZVPD basis.

XYZ file:
```
13
Properties=species:S:1:pos:R:3:mulliken_charge:R:1
C 0.13 0.13 -0.09 -0.2560
C 0.46 0.93 1.10 -0.1143
C -0.26 -0.69 -0.98 -0.1530
C 1.18 2.16 0.54 0.1725
C -1.08 -1.92 -0.49 -0.9521
F 2.44 2.06 -0.03 -0.2209
F 0.38 3.05 -0.14 -0.2145
H 1.22 0.42 1.71 0.2530
H -0.45 1.24 1.54 0.2592
H -0.13 -0.70 -2.08 0.3483
H -0.81 -2.46 0.51 0.2831
H -1.02 -2.62 -1.31 0.3128
H -2.06 -1.61 -0.28 0.2820
```

Results
LUMO energy (alpha / beta) = 0.348 / 0.375 eV

---

Record 5
Here is one molecule with the formula C5H6F2N2 in a non-equilibrium geometry from OMol25. Energies are from the ωB97M-V functional and the def2-TZVPD basis.

XYZ file:
```
15
Properties=species:S:1:pos:R:3:mulliken_charge:R:1
C 2.13 -0.92 -0.37 -0.2759
C -1.41 -0.20 -0.22 -0.2804
C -0.33 -1.13 0.20 -1.0049
C -0.77 1.24 -0.03 -0.7618
C 0.98 -0.32 0.24 1.4467
N 3.04 -1.52 -0.75 -0.4047
N 0.57 0.92 -0.46 -0.1867
F 1.22 0.09 1.56 -0.3333
F 1.43 1.93 -0.13 -0.2108
H -1.76 -0.27 -1.32 0.2326
H -2.42 -0.08 0.37 0.2699
H -0.42 -1.47 1.21 0.3474
H -0.01 -1.82 -0.51 0.4037
H -1.21 1.92 -0.72 0.3952
H -1.03 1.63 0.93 0.3628
```

Results
SMILES = N#C[C@]1(F)CCCN1F
LUMO energy = 0.798 eV

---

Record 6
Here is one molecule with the formula C5H6F2N2S in a non-equilibrium geometry from OMol25. Energies are from the ωB97M-V functional and the def2-TZVPD basis.

XYZ file:
```
16
Properties=species:S:1:pos:R:3:mulliken_charge:R:1
C 0.65 0.36 0.82 -0.4367
C -0.83 0.51 0.59 -0.1707
C 1.77 1.13 0.10 0.2963
C 2.23 -1.27 -0.69 -0.7748
C -2.89 0.05 -0.38 0.5081
N 1.55 -0.11 -0.23 0.0568
N -1.52 -0.04 -0.35 -0.4680
F -3.37 1.19 -1.01 -0.2553
F -3.42 0.00 0.91 -0.2834
S 2.52 2.50 0.01 -0.4199
H 0.77 0.07 1.82 0.4153
H -1.22 1.09 1.35 0.4704
H 2.80 -1.78 0.20 0.2839
H 1.66 -2.12 -0.89 0.3001
H 2.79 -0.88 -1.44 0.3422
H -3.47 -0.71 -0.81 0.1358
```

Results
SMILES = CN1C(=S)[C@H]1/C=N/C(F)F
LUMO energy = 0.266 eV

---

Record 7
Here is C5H6F2O as an isolated structure in a non-equilibrium geometry from OMol25. Energies are from the ωB97M-V functional and the def2-TZVPD basis.

XYZ file:
```
14
Properties=species:S:1:pos:R:3:mulliken_charge:R:1
C -0.65 1.10 -1.10 -0.7113
C 1.69 0.60 0.89 -0.0558
C -0.57 0.06 -0.35 0.3756
C -1.64 -0.82 0.25 -1.0742
C 1.29 -0.51 0.10 0.6265
O 1.83 1.75 0.62 -0.4145
F 1.56 -1.76 0.68 -0.2721
F 1.87 -0.51 -1.12 -0.2403
H 0.17 1.59 -1.63 0.2813
H -1.66 1.42 -1.45 0.2713
H 2.03 0.30 1.94 0.3051
H -1.81 -0.64 1.37 0.2240
H -1.54 -1.88 0.14 0.3238
H -2.58 -0.71 -0.35 0.3607
```

Results
LUMO energy = 0.160 eV

---

Record 8
Here is one molecule with the formula C5H6F2O in a non-equilibrium geometry from OMol25. Energies are from the ωB97M-V functional and the def2-TZVPD basis.

XYZ file:
```
14
Properties=species:S:1:pos:R:3:mulliken_charge:R:1
C 0.56 1.09 -0.34 -0.3344
C -0.69 1.00 -0.64 -0.8991
C -0.48 -1.13 0.59 -1.2729
C 1.28 0.08 0.46 0.0642
C -1.41 -0.17 -0.01 1.4282
O 2.31 -0.66 -0.09 -0.5102
F -2.28 -0.68 -0.95 -0.3402
F -2.23 0.45 0.93 -0.3046
H 1.28 1.87 -0.62 0.4036
H -1.30 1.66 -1.14 0.4937
H -0.39 -1.84 -0.19 0.3594
H -0.80 -1.45 1.60 0.3101
H 1.64 0.29 1.49 0.2470
H 2.51 -0.50 -1.09 0.3551
```

Results
LUMO energy = 0.568 eV

---

Record 9
Here is one molecule with the formula C5H6F2O in a non-equilibrium geometry from OMol25. Energies are from the ωB97M-V functional and the def2-TZVPD basis.

XYZ file:
```
14
Properties=species:S:1:pos:R:3:mulliken_charge:R:1
C -0.16 -1.60 0.00 0.1650
C -0.16 -0.50 0.87 0.1705
C 1.17 1.22 -0.28 -0.2221
C -0.32 1.40 -0.57 -0.4885
C -1.06 0.46 0.25 -0.3403
H 0.48 -2.62 0.21 0.2153
H -0.40 -0.99 1.84 0.2760
H 1.69 2.39 -0.23 0.3063
H 1.63 0.74 -1.30 0.1998
H -0.69 2.48 -0.80 0.2798
H -2.05 0.13 0.47 0.4329
O 1.14 0.30 1.02 -0.4698
F 0.17 -1.27 -1.38 -0.2697
F -1.45 -2.14 -0.11 -0.2551
```

Results
SMILES = FC(F)[C@@H]1C=CCO1
LUMO energy = 0.544 eV

---

Record 10
Here is C5H6F2O5Pt as an isolated structure from OMol25. Energies are from the ωB97M-V functional and the def2-TZVPD basis.

XYZ file:
```
19
Properties=species:S:1:pos:R:3:mulliken_charge:R:1
Pt -0.63 -0.89 -1.59 1.0630
O 0.13 3.21 0.35 -0.3815
C -0.04 1.92 0.46 0.4295
O -0.26 1.16 -0.46 -0.7041
C 0.00 1.61 1.95 -0.3774
O 0.05 0.16 2.19 -0.0617
C 0.88 -0.34 2.96 0.1310
C 2.57 -2.32 -2.33 0.6999
O 3.51 -2.94 -2.18 -0.2358
O 1.59 -1.68 -2.46 -0.5226
H 0.04 3.51 -0.57 0.3986
H -0.95 1.94 2.39 0.2929
H 0.83 2.10 2.45 0.4533
H 0.84 -1.42 3.08 0.3129
H 1.62 0.28 3.47 0.2934
F -2.26 -2.77 -2.23 -0.1546
C -2.30 -1.45 -2.39 0.1386
F -3.28 -0.93 -1.67 -0.1678
H -2.34 -1.15 -3.45 0.3922
```

Results
Total charge = +2
LUMO energy = -9.775 eV

---

Record 11
Here is one molecule with the formula C5H6F4N2 in a non-equilibrium geometry from OMol25. Energies are from the ωB97M-V functional and the def2-TZVPD basis.

XYZ file:
```
17
Properties=species:S:1:pos:R:3:mulliken_charge:R:1
C 1.50 1.88 -0.26 -0.1537
C 0.65 2.31 0.62 0.2076
C -0.13 -0.18 0.95 0.1950
C -1.15 -1.70 -0.64 -1.1796
C -1.47 -0.50 0.34 -0.3031
N 1.57 0.54 -0.53 -0.0694
N 0.98 -0.33 0.21 0.4108
F 0.30 3.47 1.07 -0.1877
F -0.05 -0.28 2.30 -0.2849
F 1.23 0.26 -2.04 -0.3365
F 1.97 -1.47 0.56 -0.3475
H 1.93 2.55 -0.97 0.3969
H -0.42 -1.37 -1.28 0.3500
H -2.07 -2.04 -1.11 0.3746
H -0.81 -2.62 -0.22 0.3518
H -2.14 -0.85 1.21 0.3443
H -1.88 0.34 -0.21 0.2314
```

Results
LUMO energy (alpha / beta) = -1.362 / -1.179 eV

---

Record 12
Here is a 2-piece molecular cluster, C5H6F6NO overall in a non-equilibrium geometry from OMol25. Energies are from the ωB97M-V functional and the def2-TZVPD basis.

XYZ file:
```
19
Properties=species:S:1:pos:R:3:mulliken_charge:R:1
C -0.33 0.71 0.57 -1.3373
C 1.03 0.61 -0.21 -0.0974
C 1.49 -0.83 -0.31 -0.5795
C 1.88 -1.69 0.92 0.8124
C 1.91 -1.18 -1.68 0.7766
N 2.97 2.49 0.89 -0.1308
O 2.41 3.58 0.79 -0.3486
F 0.81 -1.98 1.66 -0.2848
F 2.77 -1.24 1.87 -0.3249
F 2.35 -2.95 0.45 -0.3049
F 3.04 -0.54 -2.25 -0.3508
F 0.92 -0.74 -2.50 -0.2992
F 2.08 -2.48 -1.80 -0.2606
H -0.52 1.73 0.88 0.3514
H -1.19 0.24 0.09 0.3641
H -0.28 0.16 1.51 0.3157
H 0.97 1.07 -1.19 0.4698
H 1.82 1.33 0.46 0.0013
H 3.63 2.17 0.11 0.2275
```

Results
Total charge = -1
LUMO energy = 2.972 eV

---

Values of ΔE to the lowest compared entry with this formula, charge and spin, in order: 15.1; 25.5; 5.2; 91.2; 76.4; 2.3; 60.7; 48.0; 88.4; 1.8; 140.5; 12.4, all in kcal/mol.